This record from the Open Molecules 2025 dataset describes the molecule C5H6Si in a non-equilibrium geometry. The level of theory is ωB97M-V with the def2-TZVPD basis set.

- LUMO: 1.08 eV
- HOMO-LUMO gap: 9.915 eV
- Largest force on an atom: 3.44 eV/Å
- Energy relative to the best compared isomer or geometry (same formula, charge and spin): 3.7597 eV
- SMILES string: C1=CC1[SiH]1C=C1

Positions of all 12 atoms, in Å:
C -2.3001 -0.3445 0.3368
C -1.8685 0.7852 -0.1049
C 2.0571 0.8285 0.3504
C 2.3191 -0.2235 -0.5086
C -1.0107 -0.3634 -0.5393
Si 0.6599 -0.4158 0.3990
H -2.6552 -1.1328 0.9563
H -2.0137 1.7156 -0.4896
H 2.5134 1.7978 0.6170
H 3.2404 -0.7097 -0.8913
H -1.1837 -0.8045 -1.7019
H 0.2420 -1.1330 1.5762

Atoms 1-6, force components in eV/Å:
1.9573 -0.3514 0.0196
-0.4428 -2.3391 -0.4675
-0.7243 -1.2674 -1.6087
-0.5986 0.1478 3.0245
0.1487 -0.8478 -2.2989
0.7196 0.9593 -2.4594